{
  "formula": "C5H9ClO",
  "method": "ωB97M-V with the def2-TZVPD basis set",
  "species": ["C", "C", "C", "C", "C", "H", "H", "H", "H", "H", "H", "H", "H", "H", "O", "Cl"],
  "xyz": [[-2.0345, -1.6745, -0.0603], [-1.1331, -0.4006, -0.0515], [-1.9121, 0.8015, -0.4337], [0.0169, -0.6349, 0.6931], [1.2269, 0.3679, 0.6051], [-2.4839, -1.6554, -1.0953], [-1.5303, -2.6073, -0.0047], [-2.8573, -1.7172, 0.8472], [-2.1115, 0.8485, -1.7784], [-3.0794, 0.4794, 0.2553], [-0.5231, 1.9672, 1.1277], [0.1384, -1.6045, 0.9939], [1.7903, 1.0063, 1.3876], [0.8765, 1.1850, -0.1014], [-1.1726, 1.9186, 0.0190], [2.4809, -0.2358, -0.3705]],
  "forces_ev_per_angstrom": [[-2.076, 1.278, 0.128], [0.248, -3.771, 2.868], [-0.748, -0.882, 0.305], [-0.630, 4.778, -2.796], [-1.787, 2.969, -0.263], [-0.363, -0.253, 1.226], [0.860, -0.613, 0.150], [1.802, 0.458, -2.532], [0.508, 0.204, 4.456], [3.116, 1.652, -2.399], [-3.629, -1.255, -4.990], [0.755, -2.160, 0.968], [-1.518, -1.730, -0.142], [-0.049, -0.904, 1.260], [1.314, 1.938, 2.995], [2.199, -1.710, -1.234]],
  "homo_energy_ev": -9.2,
  "multiplicity": 1,
  "orbital_gap_ev": 9.3,
  "lumo_ev": 0.09,
  "total_charge": 0
}